{"formula": "C7H7N3S", "method": "wB97M-V/def2-TZVPD", "multiplicity": 3, "gap_ev": [6.04, 7.07], "homo_ev": [-6.040, -9.336], "s2": 2.0143, "e_tot_ha": -833.13935, "species": ["C", "C", "C", "C", "C", "C", "C", "N", "N", "N", "S", "H", "H", "H", "H", "H", "H", "H"], "positions_angstrom": [[-3.2478, 0.3109, 0.1438], [-2.9629, -1.0617, 0.2239], [-2.0327, 0.9206, -0.0196], [3.1185, 0.0138, 0.1301], [2.6238, -1.1866, -0.1498], [2.1753, 1.0863, 0.4646], [0.2388, -0.0509, -0.3142], [-1.6443, -1.2323, 0.0317], [0.8972, 1.0442, 0.2965], [-1.1450, -0.0660, -0.1615], [0.9499, -1.6156, 0.0354], [-4.2279, 0.8685, 0.2794], [-3.7509, -1.7189, 0.4239], [-1.8386, 1.9251, -0.0142], [4.0581, 0.4186, 0.0898], [3.3927, -1.8926, -0.3877], [2.6449, 2.0504, 0.9409], [0.7508, 0.1860, -2.0131]], "forces_ev_per_a": [[-1.3180, 1.1759, 0.6972], [0.8888, 2.0572, -0.5169], [-1.4952, -0.7244, -0.4627], [-4.0466, 2.1058, 0.4878], [1.1613, -0.0558, 0.2240], [2.2873, 1.1578, 0.7433], [2.7059, 2.6178, 4.5269], [-2.6455, -3.4651, 0.1893], [-2.7720, -1.3613, -1.8655], [1.5826, 1.2625, -0.1017], [0.0363, -0.8558, -1.1635], [1.4935, -1.0665, -0.1852], [-0.1595, -1.7714, 0.1449], [0.9281, 2.0930, -0.2563], [2.6970, -0.1970, -0.2691], [-0.3961, -1.1146, -0.2391], [-1.1771, -1.8053, -0.9649], [0.2291, -0.0529, -0.9884]], "mulliken_spin": [-0.009, 0.065, 0.052, 0.006, 0.135, 0.226, 0.439, -0.008, 0.019, -0.050, 0.301, 0.001, 0.007, 0.002, -0.004, 0.007, 0.012, 0.799]}